# 1
C4H10N2O | ωB97M-V with the def2-TZVPD basis set

For the total energy, the calculation gives -9329.9287 eV. The total charge is +1. The calculation puts the HOMO energy (spin up / spin down) at -14.7 / -14.8 eV. As for the gap between HOMO and LUMO (spin up / spin down): 0.4306 / 0.2756 hartree. Its relative energy (zero: lowest compared OMol25 entry of this formula, charge and spin) is 0.00 kcal/mol. As for the multiplicity: 2.

Last columns: bonded neighbours and bond lengths (Å).
Atoms and positions in Å:
1 C -0.79194 -1.48007 0.96558  N2 1.416, H8 1.088, H9 1.095, H10 1.099
2 N 0.07422 -0.36077 0.91341  C1 1.416, C3 1.438, C4 1.438
3 C 1.49751 -0.53101 1.02961  N2 1.438, H11 1.088, H12 1.098, H13 1.092
4 C -0.28714 0.80368 0.15114  N2 1.438, C5 1.559, H14 1.088, H15 1.090
5 C -0.12434 0.61936 -1.38824  C4 1.559, N6 1.366, O7 1.205
6 N -0.79709 1.60527 -2.05320  C5 1.366, H16 0.998, H17 1.006
7 O 0.66825 -0.10978 -1.92929  C5 1.205
8 H -1.70521 -1.34465 0.39045  C1 1.088
9 H -0.33708 -2.40586 0.59755  C1 1.095
10 H -1.05881 -1.66747 2.01555  C1 1.099
11 H 1.89422 0.16302 1.76733  C3 1.088
12 H 1.98297 -0.44611 0.04841  C3 1.098
13 H 1.81311 -1.53779 1.31266  C3 1.092
14 H 0.41060 1.59227 0.42317  C4 1.088
15 H -1.29672 1.13276 0.39705  C4 1.090
16 H -0.50741 1.70368 -3.00285  N6 0.998
17 H -1.43515 2.26348 -1.63834  N6 1.006

***

# 2
C4H10N2O2 | ωB97M-V with the def2-TZVPD basis set

For the total energy, the calculation gives -11383.7929 eV. The total charge is 0. The calculation puts the HOMO energy at -8.7 eV. As for the gap between HOMO and LUMO: 0.3434 hartree. Its relative energy (zero: lowest compared OMol25 entry of this formula, charge and spin) is 71.72 kcal/mol.

Last columns: bonded neighbours and bond lengths (Å).
Atoms and positions in Å:
1 N 1.11430 -2.32280 -0.98100  C2 1.495, H9 1.003, H10 0.982
2 C 0.33037 -1.58566 0.05648  N1 1.495, C3 1.519, H11 1.198, H12 1.053
3 C 0.46474 -0.12086 -0.32442  C2 1.519, C4 1.551, H13 1.128, H14 1.047
4 C -0.62865 0.59007 0.51475  C3 1.551, N5 1.477, C6 1.514, H15 1.199
5 N -0.14609 0.94337 1.86517  C4 1.477, H16 1.021, H17 1.017
6 C -1.02686 1.85470 -0.21610  C4 1.514, O7 1.207, O8 1.328
7 O -1.89413 2.48291 0.34054  C6 1.207
8 O -0.29294 2.17991 -1.27411  C6 1.328, H18 1.042
9 H 0.61981 -3.13922 -1.28992  N1 1.003
10 H 1.49563 -1.87603 -1.76759  N1 0.982
11 H -0.74951 -2.09908 0.13569  C2 1.198
12 H 0.75599 -1.78329 0.99893  C2 1.053
13 H 1.47129 0.35569 -0.14713  C3 1.128
14 H 0.55352 -0.04676 -1.36521  C3 1.047
15 H -1.68324 0.07020 0.75077  C4 1.199
16 H 0.83938 1.20984 1.85120  N5 1.021
17 H -0.50638 0.22919 2.49363  N5 1.017
18 H -0.71720 3.05780 -1.64167  O8 1.042

***

# 3
C4H10N2O2 | ωB97M-V with the def2-TZVPD basis set

For the total energy, the calculation gives -11384.1635 eV. The total charge is 0. The calculation puts the HOMO energy at -8.8 eV. As for the gap between HOMO and LUMO: 0.3446 hartree. Its relative energy (zero: lowest compared OMol25 entry of this formula, charge and spin) is 63.17 kcal/mol.

Last columns: bonded neighbours and bond lengths (Å).
Atoms and positions in Å:
1 C -1.98041 1.46347 0.36345  C2 1.514, H6 1.088, H7 1.094, H8 1.088
2 C -0.54084 1.04644 0.57749  C1 1.514, O4 1.216, N11 1.550
3 O -0.76472 -0.83908 0.87497  H5 0.965
4 O 0.16741 1.53225 1.43885  C2 1.216
5 H -0.59369 -0.94551 1.81909  O3 0.965
6 H -2.45170 1.53100 1.34175  C1 1.088
7 H -1.99757 2.45467 -0.09987  C1 1.094
8 H -2.53454 0.75220 -0.24594  C1 1.088
9 C 1.96347 -0.58134 0.29731  C10 1.495, H16 1.086, H17 1.089, H18 1.095
10 C 0.78084 -0.51612 -0.61434  C9 1.495, N11 1.349, N12 1.341
11 N 0.10807 0.64208 -0.77115  C2 1.550, C10 1.349, H14 1.014
12 N 0.67132 -1.47530 -1.54435  C10 1.341, H13 1.008, H15 1.007
13 H -0.19552 -1.56542 -2.05153  N12 1.008
14 H -0.58915 0.59550 -1.50540  N11 1.014
15 H 1.17702 -2.33424 -1.40084  N12 1.007
16 H 1.82638 0.10746 1.12548  C9 1.086
17 H 2.10718 -1.59627 0.66608  C9 1.089
18 H 2.84644 -0.27179 -0.27106  C9 1.095

***

# 4
C4H10N2O2 | ωB97M-V with the def2-TZVPD basis set

For the total energy, the calculation gives -11378.4720 eV. The total charge is 0. The calculation puts the HOMO energy at -8.2 eV. As for the gap between HOMO and LUMO: 0.3178 hartree. Its relative energy (zero: lowest compared OMol25 entry of this formula, charge and spin) is 194.42 kcal/mol.

Last columns: bonded neighbours and bond lengths (Å).
Atoms and positions in Å:
1 C -0.91129 1.03879 -0.67126  N4 1.440, C5 1.513, H11 1.090, H12 1.095
2 C 0.81606 -0.36316 0.78554  C3 1.509, H13 1.087, H14 1.087
3 C 1.84896 -1.14722 0.01321  C2 1.509, H16 1.092, H17 1.088, H18 1.091
4 N 0.50076 1.19332 -0.43707  C1 1.440, O6 1.405
5 C -1.22268 -0.32953 -0.10514  C1 1.513, N8 1.298, H15 1.086
6 O 1.09850 1.02907 -1.69809  N4 1.405, H9 0.968
7 O -2.91208 0.49197 1.13770  N8 1.402, H10 0.967
8 N -2.06664 -0.58779 0.84642  C5 1.298, O7 1.402
9 H 1.96340 1.45366 -1.60607  O6 0.968
10 H -3.42694 0.17531 1.89281  O7 0.967
11 H -1.41733 1.83137 -0.11973  C1 1.090
12 H -1.21875 1.10050 -1.72002  C1 1.095
13 H 1.23341 0.33338 1.50854  C2 1.087
14 H 0.27192 -1.01674 1.46291  C2 1.087
15 H -0.90107 -1.14990 -0.74076  C5 1.086
16 H 1.40891 -1.59076 -0.88293  C3 1.092
17 H 2.67677 -0.50974 -0.29111  C3 1.088
18 H 2.25807 -1.95253 0.62506  C3 1.091

***

# 5
C4H10N2O2 | ωB97M-V with the def2-TZVPD basis set

For the total energy, the calculation gives -11382.5787 eV. The total charge is 0. The calculation puts the HOMO energy at -8.6 eV. As for the gap between HOMO and LUMO: 0.3373 hartree. Its relative energy (zero: lowest compared OMol25 entry of this formula, charge and spin) is 99.72 kcal/mol.

Last columns: bonded neighbours and bond lengths (Å).
Atoms and positions in Å:
1 C 2.14804 -0.74146 -0.96856  N2 1.447, H9 1.094, H10 1.102, H11 1.099
2 N 1.09947 0.11138 -0.45273  C1 1.447, C3 1.465, C4 1.724
3 C 0.85743 -0.08639 0.97895  N2 1.465, C4 1.496, H12 1.093, H13 1.090
4 C -0.41299 -0.35024 0.23375  N2 1.724, C3 1.496, O5 1.388, C6 1.489
5 O -0.85725 -1.63151 -0.06025  C4 1.388, H14 0.971
6 C -1.27821 0.80407 -0.13339  C4 1.489, N7 1.434, O8 1.412, H15 1.167
7 N -1.37993 1.86131 0.83071  C6 1.434, H16 1.015, H17 1.015
8 O -2.57320 0.41662 -0.54012  C6 1.412, H18 0.971
9 H 2.80439 -0.17031 -1.63194  C1 1.094
10 H 2.82503 -1.14068 -0.19660  C1 1.102
11 H 1.79943 -1.61171 -1.54256  C1 1.099
12 H 1.28705 -0.97034 1.45635  C3 1.093
13 H 0.93751 0.80080 1.60680  C3 1.090
14 H -0.41168 -2.27907 0.51056  O5 0.971
15 H -0.55278 1.15889 -0.97619  C6 1.167
16 H -2.01455 1.56676 1.56671  N7 1.015
17 H -1.80833 2.66123 0.37534  N7 1.015
18 H -2.46944 -0.39935 -1.05682  O8 0.971

***

# 6
C4H10N2O2 | ωB97M-V with the def2-TZVPD basis set

For the total energy, the calculation gives -11380.4738 eV. The total charge is 0. The calculation puts the HOMO energy at -8.4 eV. As for the gap between HOMO and LUMO: 0.3381 hartree. Its relative energy (zero: lowest compared OMol25 entry of this formula, charge and spin) is 148.26 kcal/mol.

Last columns: bonded neighbours and bond lengths (Å).
Atoms and positions in Å:
1 C 1.38360 0.90795 1.14488  C2 1.502, H5 1.094, H6 1.096, H7 1.095
2 C 0.94282 0.14490 -0.07135  C1 1.502, C3 1.336
3 C 1.75007 -0.03015 -1.12161  C2 1.336, H8 1.091, H9 1.089
4 H 0.02875 -1.15816 0.25600  N10 1.176
5 H 0.73850 1.77781 1.30037  C1 1.094
6 H 2.42274 1.24987 1.08158  C1 1.096
7 H 1.29093 0.29550 2.04738  C1 1.095
8 H 2.79649 0.27766 -1.12261  C3 1.091
9 H 1.43482 -0.54560 -2.02808  C3 1.089
10 N -1.12054 -1.32835 0.43611  H4 1.176, C11 1.689, O13 1.411, H16 1.026
11 C -1.12019 0.20758 -0.26616  N10 1.689, N12 1.388, O14 1.220
12 N -1.40866 0.06126 -1.61608  C11 1.388, H17 1.011, H18 1.012
13 O -1.39030 -1.21012 1.81648  N10 1.411, H15 0.987
14 O -1.60980 1.06542 0.44969  C11 1.220
15 H -1.83078 -0.32875 1.87468  O13 0.987
16 H -1.88645 -1.86459 0.01334  N10 1.026
17 H -0.73234 -0.45928 -2.15727  N12 1.011
18 H -1.68965 0.93705 -2.03734  N12 1.012

***

> Which value of relative energy (zero: lowest compared OMol25 entry of this formula, charge and spin) does entry 1 give?

0.00 kcal/mol